Formula: C3H5N3O
Source: the OMol25 dataset
Level of theory: wB97M-V/def2-TZVPD

CARTESIAN COORDINATES (ANGSTROEM)
H -2.394259 -1.034085 0.341492
N -1.472903 -1.023642 -0.049321
C -0.935415 0.100483 -0.060286
N -1.505062 1.298557 0.108047
O 0.351880 0.165661 -0.341514
C 1.319920 -0.825561 0.015907
C 2.492736 -0.008947 0.169138
N 3.246811 0.814222 -0.028088
H -2.599882 1.268445 0.096954
H -1.121597 2.192210 -0.267442
H 1.629239 -1.539000 -0.892340
H 0.988535 -1.408340 0.907457

Atomic forces in eV per Å
-0.6782 0.0669 -0.1386
-0.3827 -1.9996 0.8298
0.2406 -1.0422 -0.5800
-3.5827 2.7264 -0.0063
1.8736 1.1242 -0.6803
-0.7410 -1.8246 -1.3371
-0.4697 -0.4137 0.1495
1.6655 1.1334 0.1542
3.1632 0.1547 -0.0550
-0.1320 -1.5310 0.5394
-1.2948 1.2358 1.9224
0.3381 0.3696 -0.7980

Calculated values
- E_LUMO (eV) = 0.67
- net charge = 0
- frontier orbital gap (eV) = 10.32
- SMILES = [H]/N=C(\N)OCC#N

=====

Formula: C3H5N3O
Source: the OMol25 dataset
Level of theory: wB97M-V/def2-TZVPD

CARTESIAN COORDINATES (ANGSTROEM)
C -0.151074 -1.596141 -0.001523
C 1.036425 -0.890656 0.131724
C -1.431540 0.303323 -0.382936
N -1.237364 -0.876905 -0.159925
N 0.834901 0.345411 -0.029501
N -1.989160 1.419835 0.121180
O 1.983051 1.111722 -0.165033
H -0.225514 -2.704746 -0.141872
H 2.037878 -1.366027 0.159618
H -1.777214 1.438770 1.094348
H -1.930921 2.318667 -0.293317
H 2.850528 0.496748 -0.332768

Atomic forces in eV per Å
-1.3527 -3.3396 0.0763
0.5395 -1.0981 -0.8365
0.1375 1.9878 -1.3387
-0.7729 -0.7061 0.3143
1.7502 2.3891 0.3066
0.4519 -2.3249 0.8340
2.9925 -1.1196 -0.4794
0.1146 1.2914 0.4575
-0.6380 0.3191 0.0867
-0.4003 0.5190 1.0025
0.2544 0.2400 -0.9758
-3.0767 1.8418 0.5526

Calculated values
- E_LUMO (eV) = 0.71
- net charge = 0
- frontier orbital gap (eV) = 7.99

=====

Formula: C3H5N3O
Source: the OMol25 dataset
Level of theory: wB97M-V/def2-TZVPD

CARTESIAN COORDINATES (ANGSTROEM)
O -2.207714 1.086963 0.341585
C -1.669016 -0.180666 0.016209
C -0.166608 -0.194581 0.018081
N 0.585605 -0.746348 1.012467
C 1.816558 -0.502540 0.620924
N 1.801118 0.167467 -0.546252
N 0.533211 0.369535 -0.950867
H -1.937707 1.698256 -0.355881
H -2.031996 -0.530489 -0.962181
H -2.020647 -0.873446 0.783515
H 2.726736 -0.794721 1.130039
H 2.570460 0.500572 -1.107641

Atomic forces in eV per Å
0.0656 0.1951 -0.2159
0.0688 -0.3727 -0.0152
-0.1099 0.1067 -0.0741
0.1024 0.0571 -0.1562
0.0248 0.0172 -0.0813
0.1558 -0.0108 0.0567
-0.0989 -0.1433 0.2164
-0.0505 -0.0276 0.1602
0.0586 0.0948 0.1833
0.0664 0.0786 -0.1125
-0.1584 0.0851 -0.0899
-0.1247 -0.0802 0.1286

Calculated values
- E_LUMO (eV) = 0.86
- net charge = 0
- frontier orbital gap (eV) = 10.97
- SMILES = OCc1nc[nH]n1

=====

Formula: C3H5N3O
Source: the OMol25 dataset
Level of theory: wB97M-V/def2-TZVPD

CARTESIAN COORDINATES (ANGSTROEM)
N -0.829186 1.105067 1.697872
C -0.155926 0.515797 0.620153
C 0.294965 1.247487 -0.550627
N 0.446199 0.175146 -1.411916
C 0.046488 -0.998694 -0.828779
O 0.117922 -2.122066 -1.541542
N -0.340697 -0.873036 0.393345
H -0.685606 2.106383 1.717430
H -0.612126 0.679195 2.589500
H 1.048168 0.769842 0.611730
H 0.865711 0.233085 -2.326220
H -0.195912 -2.838208 -0.970945

Atomic forces in eV per Å
0.0685 0.0472 0.0955
-0.1660 0.1766 -0.0331
-0.0703 -0.3102 0.0680
0.0033 0.0040 -0.0955
0.0288 0.1736 0.0786
-0.0429 -0.0965 0.1320
0.1196 0.0632 -0.2633
-0.0273 -0.0749 0.0187
-0.0262 0.0265 -0.0761
0.1408 -0.0239 0.0684
-0.0506 -0.0056 0.0829
0.0221 0.0199 -0.0761

Calculated values
- E_LUMO (eV) = 0.66
- net charge = 0
- frontier orbital gap (eV) = 9.78

=====

Formula: C3H5N3O
Source: the OMol25 dataset
Level of theory: wB97M-V/def2-TZVPD

CARTESIAN COORDINATES (ANGSTROEM)
O 0.030025 -1.450384 -2.492746
C 0.285080 -0.339761 -1.678939
C -0.250112 -0.553806 -0.303060
N -0.875182 -1.181938 0.472331
N -0.648323 0.179297 2.494299
C -0.091941 1.002831 1.712331
N 0.395167 1.172982 0.560746
H -0.906238 -1.674409 -2.408196
H -0.147653 0.593438 -2.064308
H 1.367463 -0.209077 -1.625146
H -1.277652 0.508732 3.213517
H 0.301587 2.082008 1.865347

Atomic forces in eV per Å
-0.2226 -0.0589 -0.0987
0.1438 0.2244 0.1292
-0.5355 -0.5913 0.5344
0.5670 0.5145 -0.7037
0.0401 0.3356 -0.1473
-0.0812 -0.5312 -0.2898
-0.1893 0.0486 0.6193
0.1695 -0.0261 -0.1113
0.0438 -0.1576 0.0758
-0.1355 0.0105 0.0223
0.1248 0.0931 0.0847
0.0750 0.1384 -0.1148

Calculated values
- E_LUMO (alpha / beta) (eV) = -1.33 / -1.33
- net charge = 0
- frontier orbital gap (alpha / beta) (eV) = 8.33 / 8.33

=====

Formula: C3H5N3O
Source: the OMol25 dataset
Level of theory: wB97M-V/def2-TZVPD

CARTESIAN COORDINATES (ANGSTROEM)
C -1.871242 -0.510415 -0.089893
N -0.584268 -1.125636 -0.099859
C 0.497028 -0.488977 0.026945
C 1.838783 -1.101984 0.027973
N 2.879483 -1.624045 -0.023291
N 0.538546 0.892246 0.439988
O 1.615391 1.510710 -0.393203
H -2.068189 0.121724 0.814333
H -2.006853 0.229468 -0.868638
H -2.617621 -1.296294 -0.307491
H -0.341152 1.328681 0.156857
H 2.120100 2.064527 0.316282

Atomic forces in eV per Å
-0.7243 0.5511 0.4319
1.4962 -0.8545 -0.4529
-0.5856 1.1500 1.2860
1.0719 -1.1742 -0.4713
-1.9975 1.0788 0.2049
1.2921 -0.3107 -1.7664
-0.1028 1.2071 3.0291
-0.1187 -1.0922 -0.2092
0.3040 0.2028 -0.7244
0.1802 0.5846 0.6783
0.4140 0.1537 -0.0919
-1.2296 -1.4965 -1.9139

Calculated values
- E_LUMO (eV) = 0.18
- net charge = 0
- frontier orbital gap (eV) = 10.53
- SMILES = C/N=C(/C#N)NO

=====

One value per record, in order, for ΔE to the lowest compared entry with this formula, charge and spin: 2.251, 5.455, 1.152, 2.981, 5.923, 3.900 eV.
One value per record, in order, for energy: -356.77467, -356.65692, -356.81505, -356.74781, -356.63970, -356.71404 Ha.